Entry 1:
DFT (ωB97M-V/def2-TZVPD) results for a 11-piece molecular cluster, C12H46N8O11 overall in a non-equilibrium geometry.

Each atom is followed by the atoms it is bonded to, with distances in Å.
CARTESIAN COORDINATES (ANGSTROEM)
1 N 0.205 -1.553 -2.448  C2 1.299, H5 1.016, H6 1.034
2 C 1.208 -1.595 -3.273  N1 1.299, N3 1.287, O4 1.352
3 N 2.192 -0.816 -2.988  C2 1.287, H7 1.025, H8 1.007
4 O 1.324 -2.576 -4.196  C2 1.352
5 H -0.379 -2.369 -2.609  N1 1.016
6 H 0.162 -0.924 -1.628  N1 1.034
7 H 3.013 -0.745 -3.597  N3 1.025
8 H 2.057 0.092 -2.573  N3 1.007
9 N 4.123 -3.460 0.549  C10 1.268, H13 1.002, H14 0.973
10 C 3.578 -2.372 0.191  N9 1.268, N11 1.272, O12 1.425
11 N 3.350 -2.321 -1.059  C10 1.272, H15 0.996, H16 1.044
12 O 3.405 -1.229 1.024  C10 1.425
13 H 4.348 -3.557 1.521  N9 1.002
14 H 4.524 -4.108 -0.056  N9 0.973
15 H 2.885 -1.494 -1.362  N11 0.996
16 H 2.818 -3.126 -1.457  N11 1.044
17 N -4.988 -2.330 0.776  C18 1.341, H21 1.102, H22 1.019
18 C -3.714 -2.532 1.144  N17 1.341, N19 1.338, O20 1.400
19 N -3.038 -3.452 0.447  C18 1.338, H23 1.057, H24 1.010
20 O -3.069 -1.727 2.090  C18 1.400
21 H -5.500 -1.561 1.376  N17 1.102
22 H -5.616 -3.012 0.353  N17 1.019
23 H -2.047 -3.595 0.786  N19 1.057
24 H -3.478 -4.196 -0.076  N19 1.010
25 N 3.537 0.790 -1.128  C26 1.310, H29 1.036, H30 1.040
26 C 2.844 1.896 -1.243  N25 1.310, N27 1.249, O28 1.372
27 N 3.149 2.550 -2.262  C26 1.249, H31 1.004, H32 1.009
28 O 1.862 2.363 -0.406  C26 1.372
29 H 3.433 0.306 -0.218  N25 1.036
30 H 4.226 0.489 -1.846  N25 1.040
31 H 2.759 3.455 -2.456  N27 1.004
32 H 3.793 2.309 -3.000  N27 1.009
33 C -3.459 0.931 0.523  C34 1.499, H36 1.108, H37 1.083, H38 1.110
34 C -2.699 2.012 1.230  C33 1.499, O35 1.416, H39 1.100, H40 1.049
35 O -3.602 2.760 2.024  C34 1.416, H41 0.962
36 H -3.933 1.302 -0.407  C33 1.108
37 H -4.166 0.375 1.127  C33 1.083
38 H -2.825 0.047 0.302  C33 1.110
39 H -2.076 2.566 0.513  C34 1.100
40 H -2.097 1.502 1.922  C34 1.049
41 H -3.100 3.525 2.321  O35 0.962
42 C 0.768 -1.210 4.099  O43 1.427, H44 1.101, H45 1.099, H46 1.072
43 O -0.241 -2.166 4.423  C42 1.427, H47 0.975
44 H 1.243 -1.454 3.136  C42 1.101
45 H 1.539 -1.135 4.879  C42 1.099
46 H 0.305 -0.246 4.019  C42 1.072
47 H -0.501 -2.077 5.358  O43 0.975
48 C 0.574 3.842 3.039  O49 1.425, H50 1.181, H51 1.042, H52 1.111
49 O -0.041 3.323 1.863  C48 1.425, H53 0.947
50 H 1.182 3.046 3.664  C48 1.181
51 H -0.077 4.120 3.804  C48 1.042
52 H 1.240 4.698 2.800  C48 1.111
53 H 0.581 2.812 1.365  O49 0.947
54 C -1.603 1.541 -3.707  O55 1.390, H56 1.113, H57 1.134, H58 1.148
55 O -2.233 1.364 -2.481  C54 1.390, H59 0.954
56 H -2.171 1.090 -4.551  C54 1.113
57 H -0.575 1.062 -3.735  C54 1.134
58 H -1.509 2.678 -3.835  C54 1.148
59 H -1.730 0.763 -1.937  O55 0.954
60 C -0.024 -0.531 0.560  O61 1.458, H62 1.143, H63 1.102, H64 1.060
61 O -0.208 0.296 -0.627  C60 1.458, H65 0.988
62 H 0.029 0.126 1.494  C60 1.143
63 H 0.904 -1.121 0.636  C60 1.102
64 H -0.786 -1.245 0.742  C60 1.060
65 H 0.505 0.976 -0.705  O61 0.988
66 C -0.426 4.485 -1.234  O67 1.343, H68 1.093, H69 1.093, H70 1.037
67 O -0.821 5.151 -2.331  C66 1.343, H71 0.934
68 H -0.814 4.927 -0.313  C66 1.093
69 H 0.651 4.541 -1.058  C66 1.093
70 H -0.652 3.479 -1.348  C66 1.037
71 H -1.654 4.794 -2.556  O67 0.934
72 C 0.432 -3.834 0.469  O73 1.459, H74 1.105, H75 1.088, H76 1.068
73 O -0.591 -3.723 1.504  C72 1.459, H77 0.971
74 H 0.132 -4.652 -0.210  C72 1.105
75 H 1.317 -4.243 0.951  C72 1.088
76 H 0.576 -3.055 -0.248  C72 1.068
77 H -0.339 -3.043 2.149  O73 0.971

As for the frontier orbital gap: 8.682 eV. Its multiplicity is 1. The energy above the lowest of the compared OMol25 structures with the same formula, charge and spin is 23.6 kJ/mol. Its net charge is 0. Its total energy is -1750.341420 hartree. The value obtained for the LUMO energy is -0.17 eV.

***

Entry 2:
DFT (ωB97M-V/def2-TZVPD) results for a 12-piece molecular cluster, C12H48N24O12 overall in a non-equilibrium geometry.

Each atom is followed by the atoms it is bonded to, with distances in Å.
CARTESIAN COORDINATES (ANGSTROEM)
1 C -0.426 1.694 3.445  O2 1.156, N3 1.350, N4 1.296
2 O -0.857 1.434 2.405  C1 1.156
3 N 0.837 2.147 3.600  C1 1.350, H5 1.010, H6 1.010
4 N -0.949 1.334 4.575  C1 1.296, H7 1.010, H8 1.010
5 H 1.010 2.313 4.581  N3 1.010
6 H 1.604 2.303 2.962  N3 1.010
7 H -0.369 1.536 5.376  N4 1.010
8 H -1.835 0.870 4.717  N4 1.010
9 C 4.131 1.736 -2.095  O10 1.257, N11 1.311, N12 1.331
10 O 3.485 0.707 -1.773  C9 1.257
11 N 3.724 2.665 -2.926  C9 1.311, H13 1.010, H14 1.010
12 N 5.368 1.921 -1.639  C9 1.331, H15 1.010, H16 1.010
13 H 4.211 3.547 -2.853  N11 1.010
14 H 2.823 2.430 -3.316  N11 1.010
15 H 5.784 1.159 -1.123  N12 1.010
16 H 5.680 2.878 -1.559  N12 1.010
17 C -6.430 -0.379 0.392  O18 1.221, N19 1.305, N20 1.304
18 O -6.937 -1.285 1.035  C17 1.221
19 N -6.961 0.807 0.268  C17 1.305, H21 1.010, H22 1.010
20 N -5.315 -0.517 -0.269  C17 1.304, H23 1.010, H24 1.010
21 H -6.322 1.557 0.042  N19 1.010
22 H -7.736 0.882 0.911  N19 1.010
23 H -4.878 -1.427 -0.239  N20 1.010
24 H -4.728 0.263 -0.528  N20 1.010
25 C 2.824 -2.856 -3.794  O26 1.201, N27 1.301, N28 1.288
26 O 3.025 -4.038 -3.877  C25 1.201
27 N 2.103 -2.330 -2.848  C25 1.301, H29 1.010, H30 1.010
28 N 3.287 -1.905 -4.530  C25 1.288, H31 1.010, H32 1.010
29 H 2.087 -1.328 -2.725  N27 1.010
30 H 1.931 -2.971 -2.087  N27 1.010
31 H 3.569 -2.268 -5.429  N28 1.010
32 H 3.051 -0.937 -4.361  N28 1.010
33 C -4.366 3.215 1.414  O34 1.208, N35 1.384, N36 1.284
34 O -4.686 3.717 2.465  C33 1.208
35 N -4.878 3.593 0.185  C33 1.384, H37 1.010, H38 1.010
36 N -3.339 2.454 1.288  C33 1.284, H39 1.010, H40 1.010
37 H -4.398 3.107 -0.559  N35 1.010
38 H -5.725 4.143 0.184  N35 1.010
39 H -3.154 2.131 0.349  N36 1.010
40 H -2.602 2.510 1.977  N36 1.010
41 C -1.048 -2.043 -4.193  O42 1.302, N43 1.277, N44 1.322
42 O -1.010 -3.011 -5.062  C41 1.302
43 N -0.996 -2.099 -2.919  C41 1.277, H45 1.010, H46 1.010
44 N -1.099 -0.806 -4.659  C41 1.322, H47 1.010, H48 1.010
45 H -0.888 -1.219 -2.435  N43 1.010
46 H -0.666 -3.004 -2.616  N43 1.010
47 H -0.745 -0.163 -3.965  N44 1.010
48 H -1.047 -0.555 -5.635  N44 1.010
49 C 6.258 -1.418 -0.398  O50 1.228, N51 1.295, N52 1.326
50 O 6.738 -0.396 -0.881  C49 1.228
51 N 5.045 -1.841 -0.567  C49 1.295, H53 1.010, H54 1.010
52 N 6.938 -2.286 0.339  C49 1.326, H55 1.010, H56 1.010
53 H 4.304 -1.272 -0.949  N51 1.010
54 H 4.856 -2.728 -0.121  N51 1.010
55 H 6.455 -3.144 0.563  N52 1.010
56 H 7.945 -2.219 0.340  N52 1.010
57 C 0.909 -1.841 2.543  O58 1.203, N59 1.290, N60 1.273
58 O 1.933 -1.241 2.347  C57 1.203
59 N 0.799 -2.731 1.616  C57 1.290, H61 1.010, H62 1.010
60 N 0.076 -1.812 3.506  C57 1.273, H63 1.010, H64 1.010
61 H -0.143 -3.056 1.447  N59 1.010
62 H 1.508 -2.706 0.897  N59 1.010
63 H -0.770 -2.360 3.441  N60 1.010
64 H 0.172 -1.119 4.234  N60 1.010
65 C -3.338 -1.115 3.204  O66 1.196, N67 1.361, N68 1.240
66 O -3.054 -2.201 3.620  C65 1.196
67 N -4.039 -0.201 3.927  C65 1.361, H69 1.010, H70 1.010
68 N -3.173 -0.706 2.045  C65 1.240, H71 1.010, H72 1.010
69 H -4.495 0.460 3.314  N67 1.010
70 H -4.188 -0.349 4.915  N67 1.010
71 H -2.814 -1.414 1.420  N68 1.010
72 H -3.283 0.276 1.837  N68 1.010
73 C 0.131 0.435 -0.831  O74 1.210, N75 1.313, N76 1.301
74 O -0.059 0.251 -2.011  C73 1.210
75 N 1.261 0.556 -0.173  C73 1.313, H77 1.010, H78 1.010
76 N -0.877 0.590 -0.023  C73 1.301, H79 1.010, H80 1.010
77 H 2.023 0.343 -0.801  N75 1.010
78 H 1.423 0.635 0.821  N75 1.010
79 H -0.657 0.885 0.918  N76 1.010
80 H -1.836 0.509 -0.332  N76 1.010
81 C 5.198 0.509 2.631  O82 1.199, N83 1.274, N84 1.337
82 O 6.221 1.025 2.280  C81 1.199
83 N 4.116 0.593 1.962  C81 1.274, H85 1.010, H86 1.010
84 N 4.984 -0.295 3.677  C81 1.337, H87 1.010, H88 1.010
85 H 3.482 -0.188 2.052  N83 1.010
86 H 4.025 1.224 1.179  N83 1.010
87 H 4.061 -0.690 3.788  N84 1.010
88 H 5.766 -0.697 4.174  N84 1.010
89 C -3.813 1.158 -2.492  O90 1.194, N91 1.359, N92 1.335
90 O -3.664 1.638 -1.409  C89 1.194
91 N -3.969 1.889 -3.627  C89 1.359, H93 1.010, H94 1.010
92 N -3.609 -0.120 -2.821  C89 1.335, H95 1.010, H96 1.010
93 H -3.849 1.456 -4.531  N91 1.010
94 H -4.042 2.891 -3.518  N91 1.010
95 H -3.418 -0.453 -3.755  N92 1.010
96 H -3.683 -0.637 -1.957  N92 1.010

As for the frontier orbital gap (alpha / beta): 1.769 / 8.888 eV. Its multiplicity is 2. The energy above the lowest of the compared OMol25 structures with the same formula, charge and spin is 124.9 kJ/mol. Its net charge is -1. Its total energy is -2703.386983 hartree. The value obtained for the LUMO energy (alpha / beta) is 1.81 / 1.74 eV.

***

Entry 3:
DFT (ωB97M-V/def2-TZVPD) results for a 12-piece molecular cluster, C12H48O12 overall in a non-equilibrium geometry.

Each atom is followed by the atoms it is bonded to, with distances in Å.
CARTESIAN COORDINATES (ANGSTROEM)
1 C 2.864 -0.033 -3.907  O2 1.436, H3 1.088, H4 1.092, H5 1.087
2 O 2.255 -0.458 -5.136  C1 1.436, H6 0.960
3 H 3.206 0.988 -4.061  C1 1.088
4 H 2.128 0.031 -3.102  C1 1.092
5 H 3.690 -0.712 -3.711  C1 1.087
6 H 1.796 -1.287 -4.981  O2 0.960
7 C 3.389 -0.341 0.646  O8 1.418, H9 1.099, H10 1.089, H11 1.089
8 O 3.768 -0.722 -0.666  C7 1.418, H12 0.966
9 H 2.446 0.212 0.525  C7 1.099
10 H 3.275 -1.148 1.368  C7 1.089
11 H 4.087 0.414 1.005  C7 1.089
12 H 3.205 -1.439 -0.987  O8 0.966
13 C 1.820 2.897 -1.306  O14 1.412, H15 1.095, H16 1.099, H17 1.087
14 O 1.381 3.901 -0.416  C13 1.412, H18 0.959
15 H 1.980 3.286 -2.317  C13 1.095
16 H 2.804 2.488 -1.035  C13 1.099
17 H 1.119 2.066 -1.294  C13 1.087
18 H 2.075 4.550 -0.284  O14 0.959
19 C -1.940 3.698 -2.087  O20 1.432, H21 1.095, H22 1.091, H23 1.085
20 O -3.190 4.266 -2.495  C19 1.432, H24 0.961
21 H -2.135 2.828 -1.452  C19 1.095
22 H -1.405 3.362 -2.977  C19 1.091
23 H -1.349 4.421 -1.535  C19 1.085
24 H -3.590 3.624 -3.088  O20 0.961
25 C 2.200 1.669 3.102  O26 1.423, H27 1.096, H28 1.098, H29 1.087
26 O 2.846 2.526 4.037  C25 1.423, H30 0.959
27 H 2.683 0.686 3.086  C25 1.096
28 H 1.153 1.495 3.383  C25 1.098
29 H 2.207 2.133 2.118  C25 1.087
30 H 2.583 2.261 4.920  O26 0.959
31 C 0.755 -3.887 -0.990  O32 1.433, H33 1.091, H34 1.095, H35 1.086
32 O 1.407 -2.698 -0.529  C31 1.433, H36 0.974
33 H 0.755 -4.608 -0.171  C31 1.091
34 H -0.297 -3.672 -1.202  C31 1.095
35 H 1.220 -4.260 -1.898  C31 1.086
36 H 1.362 -2.733 0.443  O32 0.974
37 C -1.161 0.591 -4.104  O38 1.420, H39 1.090, H40 1.091, H41 1.096
38 O -1.165 1.718 -4.969  C37 1.420, H42 0.961
39 H -2.158 0.341 -3.740  C37 1.090
40 H -0.732 -0.287 -4.589  C37 1.091
41 H -0.611 0.854 -3.194  C37 1.096
42 H -0.284 1.810 -5.340  O38 0.961
43 C -2.717 -3.596 0.796  O44 1.448, H45 1.086, H46 1.096, H47 1.093
44 O -2.087 -4.899 0.833  C43 1.448, H48 0.963
45 H -3.401 -3.635 -0.046  C43 1.086
46 H -3.309 -3.461 1.708  C43 1.096
47 H -1.961 -2.807 0.758  C43 1.093
48 H -1.764 -4.997 1.735  O44 0.963
49 C -1.994 -0.929 3.629  O50 1.441, H51 1.092, H52 1.087, H53 1.090
50 O -0.576 -1.012 3.872  C49 1.441, H54 0.958
51 H -2.206 0.001 3.096  C49 1.092
52 H -2.355 -1.735 2.997  C49 1.087
53 H -2.495 -0.963 4.597  C49 1.090
54 H -0.384 -0.464 4.633  O50 0.958
55 C 1.389 -3.789 3.099  O56 1.450, H57 1.092, H58 1.082, H59 1.091
56 O 1.184 -2.573 2.336  C55 1.450, H60 0.981
57 H 0.516 -4.428 2.947  C55 1.092
58 H 2.307 -4.246 2.753  C55 1.082
59 H 1.410 -3.509 4.153  C55 1.091
60 H 0.411 -2.142 2.758  O56 0.981
61 C -0.683 0.319 0.297  O62 1.423, H63 1.091, H64 1.097, H65 1.089
62 O -0.180 -0.379 -0.836  C61 1.423, H66 0.965
63 H -0.025 1.045 0.776  C61 1.091
64 H -1.483 0.927 -0.143  C61 1.097
65 H -1.186 -0.372 0.972  C61 1.089
66 H 0.737 -0.653 -0.711  O62 0.965
67 C -4.621 2.889 0.892  O68 1.419, H69 1.092, H70 1.094, H71 1.090
68 O -3.347 2.450 1.338  C67 1.419, H72 0.957
69 H -5.019 3.611 1.608  C67 1.092
70 H -4.549 3.274 -0.129  C67 1.094
71 H -5.336 2.068 0.827  C67 1.090
72 H -2.719 3.172 1.386  O68 0.957

As for the frontier orbital gap: 9.859 eV. Its multiplicity is 1. The energy above the lowest of the compared OMol25 structures with the same formula, charge and spin is 540.3 kJ/mol. Its net charge is 0. Its total energy is -1388.643423 hartree. The value obtained for the LUMO energy is 0.04 eV.